[1]
Entry from the OMol25 dataset: 14 unconnected molecules or ions with the total composition C17H62N16O14 at a distorted geometry (wB97M-V/def2-TZVPD).

Values from the calculation:
Multiplicity: 1
HOMO energy in eV: -8.2
HOMO-LUMO gap in hartree: 0.2752
Energy in a.u.: -2614.1875
ΔE to the lowest compared entry with this formula, charge and spin in eV: 4.0977
Total charge: 0

Last column: Mulliken charge in e.
Atoms and positions in Å:
C1 -4.14 -1.18 -1.78  -0.176
C2 -5.65 -0.99 -1.51  -0.623
O1 -6.27 -2.11 -0.92  -0.551
H1 -4.07 -1.41 -2.84  0.490
H2 -3.66 -1.95 -1.11  0.123
H3 -3.73 -0.19 -1.77  -0.208
H4 -6.18 -0.74 -2.42  0.361
H5 -5.91 -0.14 -0.80  0.202
H6 -5.96 -2.88 -1.40  0.304
C3 0.13 0.85 -0.45  2.273
C4 -0.04 -0.56 -0.17  -0.691
O2 -1.46 -0.82 -0.15  1.558
H7 1.16 1.11 -0.64  -0.616
H8 -0.36 1.34 0.34  -0.057
H9 -0.30 1.21 -1.38  0.063
H10 0.40 -0.88 0.80  -0.330
H11 0.34 -1.18 -0.92  -0.031
H12 -1.64 -1.77 -0.01  -0.710
C5 3.38 -1.91 4.84  -1.810
C6 3.00 -1.16 3.59  -0.158
O3 2.36 -2.02 2.69  -0.669
H13 3.72 -1.21 5.66  0.376
H14 4.09 -2.64 4.52  0.457
H15 2.54 -2.35 5.27  0.531
H16 3.94 -0.76 3.32  0.476
H17 2.36 -0.38 3.90  -0.007
H18 2.41 -2.81 3.20  0.241
C7 -1.49 -4.46 0.11  0.093
O4 -2.30 -3.39 0.42  -0.729
N1 -0.73 -5.01 0.92  -0.576
N2 -1.30 -5.04 -1.02  -0.184
H19 -0.92 -4.58 1.86  0.390
H20 0.00 -5.81 0.83  0.345
H21 -1.93 -4.83 -1.81  0.275
H22 -0.50 -5.64 -1.34  0.223
C8 -1.51 -3.10 3.57  0.481
O5 -2.85 -2.87 3.91  -0.739
N3 -0.70 -2.15 3.35  0.140
N4 -0.95 -4.28 3.43  -0.529
H23 -1.11 -1.28 3.11  -0.107
H24 0.28 -2.20 3.03  0.063
H25 -1.54 -5.12 3.70  0.333
H26 0.10 -4.36 3.51  0.239
C9 1.89 -3.24 -0.91  0.585
O6 1.43 -3.82 -2.04  -0.754
N5 1.65 -3.60 0.32  -0.134
N6 2.84 -2.33 -1.00  -0.101
H27 0.70 -4.17 0.52  0.229
H28 1.89 -3.03 1.14  0.327
H29 3.26 -2.16 -1.87  0.290
H30 3.05 -1.67 -0.29  0.329
C10 3.29 0.73 0.79  0.291
O7 2.26 1.23 1.65  -0.748
N7 3.80 1.52 -0.12  -0.095
N8 3.69 -0.53 0.88  -0.425
H31 3.29 2.44 -0.09  -0.058
H32 4.47 1.22 -0.86  0.257
H33 3.23 -1.12 1.57  0.069
H34 4.51 -0.87 0.43  0.269
C11 0.74 4.49 2.09  0.247
O8 0.51 5.82 2.21  -0.786
N9 -0.20 3.65 1.73  -0.072
N10 1.86 3.91 2.30  -0.372
H35 -1.08 4.10 1.52  0.133
H36 -0.17 2.67 2.02  0.313
H37 2.68 4.42 2.69  0.351
H38 1.98 2.88 2.07  0.528
C12 2.16 4.07 -1.03  0.272
O9 2.70 3.96 -2.29  -0.776
N11 0.89 4.02 -0.77  -0.044
N12 2.97 4.11 -0.03  -0.330
H39 0.18 3.85 -1.54  0.574
H40 0.50 3.74 0.17  -0.050
H41 3.97 4.49 -0.15  0.272
H42 2.60 4.18 0.94  0.179
C13 -0.85 3.75 -4.19  0.339
O10 -0.50 3.57 -2.84  -0.657
N13 -1.83 4.50 -4.51  -0.399
N14 -0.27 3.10 -5.13  -0.267
H43 -2.37 5.00 -3.79  0.264
H44 -2.01 4.79 -5.43  0.159
H45 0.37 2.36 -4.91  0.186
H46 -0.46 3.17 -6.17  0.232
C14 -1.21 0.77 3.37  0.017
O11 -1.84 0.93 4.60  -0.774
N15 -1.77 0.06 2.34  0.103
N16 -0.04 1.33 3.06  0.394
H47 -2.77 -0.21 2.51  0.258
H48 -1.35 -0.05 1.42  -0.246
H49 0.46 1.75 3.87  0.276
H50 0.57 0.99 2.36  -0.602
C15 1.84 1.07 -3.23  0.142
O12 1.30 0.80 -4.54  -0.821
H51 2.06 0.11 -2.76  0.126
H52 1.20 1.81 -2.70  -0.303
H53 2.88 1.53 -3.23  0.183
H54 0.53 0.30 -4.35  0.484
C16 -0.84 -1.31 -3.50  -0.472
O13 -1.14 0.06 -3.47  -0.261
H55 -1.08 -1.78 -4.48  0.469
H56 -1.51 -1.80 -2.76  -0.125
H57 0.22 -1.41 -3.08  0.125
H58 -1.93 0.19 -4.07  0.161
C17 -3.10 2.18 -0.88  -0.113
O14 -3.44 1.30 0.17  -0.579
H59 -3.58 2.02 -1.85  0.192
H60 -2.08 2.15 -1.01  -0.326
H61 -3.19 3.18 -0.52  0.485
H62 -2.82 0.53 0.15  0.044



[2]
Entry from the OMol25 dataset: a molecular structure, C63H39Cl5N5O5PV at a distorted geometry (wB97M-V/def2-TZVPD).

Values from the calculation:
Expectation value of S²: 3.922
Multiplicity: 4
HOMO energy (spin up / spin down) in eV: -0.3 / -1.3
HOMO-LUMO gap (spin up / spin down) in hartree: 0.1432 / 0.1820
Energy in a.u.: -6660.4734
ΔE to the lowest compared entry with this formula, charge and spin in eV: 0.0000
Total charge: -2

Last column: Mulliken charge in e.
Atoms and positions in Å:
V1 -21.73 -9.70 -10.56  -0.021
Cl1 -26.01 -17.10 -14.52  -0.269
C1 -25.13 -15.75 -13.91  0.457
C2 -24.66 -14.78 -14.77  -0.890
C3 -23.96 -13.69 -14.27  -0.171
C4 -23.74 -13.57 -12.89  -0.038
C5 -24.22 -14.56 -12.04  -0.190
C6 -24.95 -15.63 -12.55  -0.950
C7 -23.03 -12.39 -12.34  0.738
C8 -21.92 -12.68 -11.44  -0.394
C9 -21.24 -13.85 -11.08  -1.280
C10 -20.44 -13.53 -9.95  -0.425
C11 -20.66 -12.20 -9.71  -1.679
C12 -20.20 -11.10 -8.79  3.087
C13 -19.75 -11.58 -7.36  -0.425
C14 -20.45 -12.62 -6.73  -0.353
C15 -20.14 -13.01 -5.43  -1.169
C16 -19.12 -12.38 -4.72  0.585
Cl2 -18.76 -12.91 -3.09  -0.277
C17 -18.38 -11.38 -5.32  -1.363
C18 -18.73 -10.98 -6.63  0.255
C19 -19.18 -10.26 -9.55  -1.293
N1 -19.80 -9.32 -10.33  1.401
C20 -18.90 -8.39 -10.72  -0.346
C21 -19.34 -7.08 -11.01  0.337
C22 -18.36 -5.97 -11.11  -0.238
C23 -18.26 -5.11 -12.22  0.031
C24 -17.39 -4.03 -12.22  -0.806
C25 -16.56 -3.81 -11.14  0.351
Cl3 -15.46 -2.43 -11.12  -0.273
C26 -16.61 -4.66 -10.04  -1.072
C27 -17.49 -5.74 -10.03  -0.443
C28 -20.71 -6.75 -11.12  0.362
C29 -21.23 -5.45 -11.34  -1.583
C30 -22.60 -5.59 -11.56  -1.803
C31 -22.89 -6.96 -11.48  0.498
N2 -21.76 -7.66 -11.12  0.788
C32 -24.09 -7.63 -11.90  0.525
C33 -24.12 -8.99 -12.22  0.116
C34 -25.23 -9.61 -12.92  -1.839
C35 -24.89 -10.90 -13.13  -1.427
C36 -23.60 -11.14 -12.53  0.565
N3 -23.15 -9.94 -12.00  0.858
C37 -25.23 -6.76 -12.29  -0.609
C38 -25.22 -6.24 -13.59  0.191
C39 -26.21 -5.37 -14.04  -1.000
C40 -27.25 -5.05 -13.17  0.464
Cl4 -28.53 -4.01 -13.75  -0.266
C41 -27.30 -5.56 -11.89  -0.857
C42 -26.29 -6.41 -11.45  -0.221
C43 -17.62 -8.86 -10.33  -1.239
C44 -17.81 -10.05 -9.60  -0.954
N4 -21.52 -11.71 -10.62  0.595
H1 -24.85 -14.86 -15.82  0.422
H2 -23.63 -12.89 -14.92  0.507
H3 -24.07 -14.48 -10.96  0.479
H4 -25.38 -16.38 -11.89  0.373
H5 -21.32 -14.84 -11.52  0.475
H6 -19.78 -14.21 -9.42  0.535
H7 -21.25 -13.11 -7.28  0.380
H8 -20.67 -13.83 -4.94  0.395
H9 -17.56 -10.92 -4.79  0.442
H10 -18.14 -10.20 -7.08  0.411
H11 -18.96 -5.26 -13.06  0.445
H12 -17.36 -3.35 -13.07  0.395
H13 -15.97 -4.50 -9.18  0.386
H14 -17.56 -6.38 -9.16  0.540
H15 -20.66 -4.53 -11.39  0.696
H16 -23.29 -4.81 -11.82  0.502
H17 -26.13 -9.10 -13.22  0.445
H18 -25.52 -11.64 -13.62  0.404
H19 -24.39 -6.52 -14.24  0.470
H20 -26.20 -5.02 -15.05  0.400
H21 -28.14 -5.30 -11.25  0.384
H22 -26.36 -6.82 -10.45  0.660
H23 -16.66 -8.36 -10.46  0.561
H24 -17.07 -10.63 -9.10  0.743
O1 -21.24 -8.16 -6.38  -0.423
Cl5 -20.34 -7.86 -7.69  0.424
O2 -19.69 -6.48 -7.48  -0.790
O3 -21.34 -10.21 -8.72  0.459
O4 -22.57 -6.25 -8.58  0.705
O5 -24.28 -10.20 -9.13  -0.617
C45 -23.69 -9.46 -8.47  1.045
N5 -23.53 -8.78 -7.54  -0.219
P1 -23.05 -7.96 -6.18  1.513
C46 -24.88 -7.78 -5.66  0.483
C47 -25.44 -8.25 -4.48  -0.406
C48 -26.79 -8.14 -4.23  -0.877
C49 -27.63 -7.55 -5.15  -0.580
C50 -27.11 -7.08 -6.33  -0.650
C51 -25.76 -7.18 -6.58  -0.332
C52 -22.67 -9.04 -4.75  0.594
C53 -22.04 -8.59 -3.60  -0.930
C54 -21.72 -9.48 -2.58  -0.796
C55 -22.04 -10.82 -2.69  -0.733
C56 -22.62 -11.28 -3.88  -0.634
C57 -22.96 -10.39 -4.88  0.218
C58 -22.84 -6.17 -6.27  1.234
C59 -22.92 -5.44 -5.10  -0.609
C60 -22.58 -4.10 -5.08  -1.060
C61 -22.19 -3.47 -6.27  -0.690
C62 -22.18 -4.16 -7.46  -1.160
C63 -22.52 -5.51 -7.46  -0.124
H25 -24.81 -8.75 -3.75  0.362
H26 -27.19 -8.49 -3.30  0.435
H27 -28.69 -7.47 -4.96  0.350
H28 -27.76 -6.60 -7.05  0.450
H29 -25.36 -6.78 -7.50  0.302
H30 -21.74 -7.55 -3.51  0.403
H31 -21.21 -9.11 -1.69  0.372
H32 -21.78 -11.50 -1.89  0.400
H33 -22.85 -12.33 -4.02  0.432
H34 -23.42 -10.79 -5.81  0.178
H35 -23.26 -5.93 -4.20  0.523
H36 -22.62 -3.56 -4.14  0.417
H37 -21.93 -2.42 -6.25  0.410
H38 -21.88 -3.71 -8.40  0.488
H39 -22.17 -5.77 -9.35  -0.054



[3]
Entry from the OMol25 dataset: a molecular structure, C37H34BN5O2Pt at a distorted geometry (wB97M-V/def2-TZVPD).

Values from the calculation:
Multiplicity: 1
HOMO energy (spin up / spin down) in eV: -6.3 / -6.2
HOMO-LUMO gap (spin up / spin down) in hartree: 0.2154 / 0.2153
Energy in a.u.: -1998.9238
ΔE to the lowest compared entry with this formula, charge and spin in eV: 0.4275
Total charge: 0

Last column: Mulliken charge in e.
Atoms and positions in Å:
Pt1 0.81 1.24 -0.20  2.618
C1 -1.71 -5.61 0.52  -1.532
C2 -2.51 -4.70 1.41  0.941
C3 -3.58 -5.17 2.16  -0.707
C4 -4.32 -4.32 2.97  -0.668
C5 -4.00 -2.98 3.04  -0.964
C6 -2.94 -2.48 2.29  -0.347
C7 -2.19 -3.33 1.48  0.187
N1 -1.12 -2.86 0.70  -0.066
C8 -0.55 -1.58 0.76  0.113
N2 -0.22 -1.20 2.02  0.028
C9 0.39 -0.03 2.55  0.822
C10 0.78 1.09 1.80  -1.831
C11 1.35 2.16 2.51  -0.031
C12 1.56 2.12 3.88  -0.924
C13 1.18 1.00 4.59  -0.867
C14 0.59 -0.08 3.94  1.672
C15 0.18 -1.29 4.75  -1.575
N3 -0.32 -0.89 -0.29  0.075
C16 -0.75 -1.29 -1.56  -0.862
C17 -2.07 -1.08 -1.96  -0.445
C18 -2.46 -1.35 -3.26  -0.862
C19 -1.53 -1.83 -4.17  -0.695
C20 -0.22 -2.06 -3.77  -0.712
C21 0.19 -1.81 -2.47  1.088
C22 1.59 -2.09 -2.01  -1.314
H1 -2.00 -6.65 0.68  0.410
H2 -0.64 -5.51 0.72  0.339
H3 -1.88 -5.38 -0.53  0.310
H4 -3.83 -6.22 2.11  0.366
H5 -5.15 -4.72 3.55  0.389
H6 -4.58 -2.31 3.66  0.409
H7 -2.71 -1.42 2.32  0.627
H8 -1.07 -3.27 -0.23  0.510
H9 -0.41 -1.90 2.71  0.184
H10 1.64 3.05 1.96  0.496
H11 2.01 2.97 4.39  0.415
H12 1.33 0.95 5.66  0.309
H13 0.38 -1.11 5.81  0.396
H14 0.74 -2.18 4.46  0.371
H15 -0.89 -1.51 4.65  0.300
H16 -2.78 -0.69 -1.24  0.539
H17 -3.48 -1.18 -3.56  0.432
H18 -1.83 -2.03 -5.20  0.422
H19 0.49 -2.46 -4.49  0.446
H20 2.26 -2.25 -2.85  0.410
H21 1.62 -2.97 -1.37  0.318
H22 1.97 -1.26 -1.40  0.187
N4 1.01 1.46 -2.37  -0.541
C23 2.39 1.33 -2.77  0.686
C24 2.74 1.30 -4.11  -0.368
C25 4.08 1.16 -4.49  -0.820
C26 5.06 1.05 -3.54  -0.875
C27 4.74 1.06 -2.17  0.568
C28 5.70 0.92 -1.15  -0.636
C29 5.28 0.89 0.16  -0.935
C30 3.93 1.02 0.46  -0.019
N5 3.00 1.18 -0.47  -0.315
C31 3.38 1.19 -1.78  -0.392
H23 0.44 0.75 -2.83  0.162
H24 0.63 2.36 -2.65  0.469
H25 1.96 1.38 -4.85  0.486
H26 4.35 1.13 -5.54  0.403
H27 6.10 0.95 -3.83  0.404
H28 6.75 0.84 -1.40  0.420
H29 6.00 0.75 0.96  0.414
H30 3.57 1.01 1.48  0.290
O1 -0.96 3.43 -1.29  -0.719
B1 -0.58 2.72 -0.12  0.058
O2 -1.18 3.34 0.98  -0.308
C32 -1.90 4.40 0.51  0.605
C33 -2.66 5.32 1.20  -0.980
C34 -3.29 6.31 0.46  -0.523
C35 -3.16 6.37 -0.92  -0.524
C36 -2.39 5.44 -1.62  -0.984
C37 -1.77 4.46 -0.88  0.519
H31 -2.75 5.27 2.28  0.498
H32 -3.89 7.05 0.97  0.382
H33 -3.66 7.16 -1.47  0.379
H34 -2.28 5.48 -2.69  0.470